A cluster of 2 separate species, C3H8NO3 in total in a non-equilibrium geometry. Source: the OMol25 dataset; level of theory: the ωB97M-V functional and the def2-TZVPD basis.

Energy above the lowest of the compared OMol25 structures with the same formula, charge and spin   60.4 kcal per mole
HOMO-LUMO gap   9.61 eV
Highest occupied orbital energy   -13.29 eV
E   -399.25492 a.u.

ORCA input file:
```
! wB97M-V def2-TZVPD RIJCOSX def2/J DEFGRID3
* xyz 1 1
C -0.1509 -1.6226 -0.3434
C -1.2122 2.2212 0.2830
C 0.6580 -0.5850 -0.1693
N 1.2267 -0.1769 1.0214
O -0.5865 -1.9136 -1.6281
O -0.7183 1.6983 1.2730
O 0.8698 0.4370 -0.9988
H -0.3080 -2.1815 0.5492
H -0.6444 2.4457 -0.5820
H -2.3489 2.2611 0.0253
H 0.9130 -0.8694 1.7873
H 2.2158 -0.1493 1.1105
H 0.7002 0.8079 1.1844
H -1.1358 -2.6854 -1.6119
H 0.5215 0.3123 -1.9005
*
```

A structure of composition C20H22AsN4ORh. Source: the OMol25 dataset; level of theory: the ωB97M-V functional and the def2-TZVPD basis.

Energy above the lowest of the compared OMol25 structures with the same formula, charge and spin   23.0 kcal per mole
HOMO-LUMO gap (alpha / beta)   6.50 / 6.24 eV
Highest occupied orbital energy (alpha / beta)   -12.81 / -14.48 eV
E   -3415.21279 a.u.

ORCA input file:
```
! wB97M-V def2-TZVPD RIJCOSX def2/J DEFGRID3
* xyz 2 5
Rh -0.2607 1.1845 -0.0793
C -0.9223 5.4266 2.9844
C -0.8303 5.2214 1.6085
C -0.2515 4.0690 1.1300
C 0.2563 3.0971 2.0206
C 0.1521 3.3134 3.4097
C -0.4349 4.4726 3.8740
N 0.7410 1.9381 1.4565
C 1.5816 1.0107 2.0846
C 2.4880 1.2837 3.1047
C 3.2367 0.2477 3.6476
C 3.0809 -1.0467 3.1788
C 2.2111 -1.3319 2.1250
C 1.4975 -0.2999 1.5583
N 0.6583 -0.4200 0.4394
N 0.4351 -1.5660 -0.1858
C -0.1886 -1.2926 -1.4380
C -0.7273 -2.5463 -2.0405
C -1.8709 -2.5395 -2.7679
C -2.6152 -1.3542 -2.8651
C -2.2249 -0.2191 -2.1057
N -1.1487 -0.1623 -1.3904
H -1.3851 6.3289 3.3627
H -1.1916 5.9761 0.9228
H -0.1085 3.9275 0.0646
H 0.4723 2.5465 4.0998
H -0.5333 4.6313 4.9406
H 2.6232 2.2986 3.4552
H 3.9417 0.4560 4.4418
H 3.6517 -1.8503 3.6270
H 2.0729 -2.3411 1.7593
H -0.1708 -3.4540 -1.8502
H -2.2340 -3.4448 -3.2352
H -3.5244 -1.3097 -3.4476
H -2.8742 0.6490 -2.0731
C 2.9129 -2.8414 -1.4793
As 2.3962 -1.4516 -2.6739
C 3.5754 0.0323 -2.5349
C 2.2964 -2.0566 -4.4742
O 0.8379 -0.7138 -2.3704
H 3.8461 -3.2406 -1.8774
H 2.1609 -3.6201 -1.4460
H 3.0649 -2.4179 -0.4921
H 4.5917 -0.2782 -2.7681
H 3.5263 0.4245 -1.5227
H 3.2433 0.7818 -3.2481
H 3.2971 -2.2939 -4.8321
H 1.8722 -1.2476 -5.0620
H 1.6616 -2.9362 -4.5332
*
```

A cluster of 12 separate species, C27H81N21O15 in total in a non-equilibrium geometry. Source: the OMol25 dataset; level of theory: the ωB97M-V functional and the def2-TZVPD basis.

Energy above the lowest of the compared OMol25 structures with the same formula, charge and spin   97.7 kcal per mole
HOMO-LUMO gap   7.95 eV
Highest occupied orbital energy   -8.13 eV
SMILES string   COCCNCCOC.COCCNCCOC.COCCNCCOC.NC(N)=O.NC(N)=O.NC(N)=O.NC(N)=O.NC(N)=O.NC(N)=O.NC(N)=O.NC(N)=O.NC(N)=O
E   -3355.91895 a.u.

ORCA input file:
```
! wB97M-V def2-TZVPD RIJCOSX def2/J DEFGRID3
* xyz 0 1
C 5.0867 -1.9067 0.6598
O 5.2311 -1.3903 1.9000
C 4.0591 -0.7492 2.4104
C 4.3968 -0.1072 3.8352
N 3.2995 0.7499 4.2428
C 3.7445 1.4682 5.4346
C 2.4212 1.8531 6.1325
O 1.6867 0.6809 6.5275
C 0.4592 1.0870 7.0461
H 4.2577 -2.5957 0.4976
H 5.9655 -2.4361 0.2916
H 4.9001 -1.0880 -0.0352
H 3.3367 -1.5654 2.4186
H 3.6143 -0.0364 1.7159
H 5.2363 0.5811 3.7381
H 4.6764 -0.9390 4.4818
H 2.5487 0.1638 4.5788
H 4.1929 2.4150 5.1334
H 4.2800 0.8870 6.1853
H 1.8020 2.6223 5.6709
H 2.7803 2.3610 7.0276
H 0.5016 1.7418 7.9164
H -0.1319 0.2163 7.3302
H 0.0481 1.7084 6.2505
C -7.0242 0.5484 -0.0577
O -5.9420 -0.2975 -0.2373
C -6.0653 -1.5352 0.5451
C -4.6463 -2.1782 0.6949
N -3.9883 -1.6810 1.8665
C -2.7310 -2.3980 2.0666
C -1.9515 -1.7487 3.2949
O -1.3865 -0.4735 3.0297
C -0.6307 0.1228 4.0507
H -6.9491 1.4174 -0.7113
H -7.3009 0.8461 0.9537
H -7.9203 -0.0202 -0.3060
H -6.7824 -2.2780 0.1957
H -6.5233 -1.2339 1.4872
H -4.1549 -2.0279 -0.2663
H -4.7992 -3.2525 0.7976
H -3.9665 -0.6713 1.8713
H -2.1694 -2.3830 1.1325
H -2.9342 -3.4212 2.3828
H -1.1761 -2.4470 3.6099
H -2.6410 -1.8451 4.1335
H -0.5528 1.1489 3.6914
H 0.3532 -0.3442 4.0952
H -1.0854 0.2677 5.0307
C 6.5306 0.7513 -1.4384
O 5.6538 1.0168 -2.5378
C 4.4149 0.2768 -2.4271
C 3.4517 0.4747 -3.5909
N 2.9891 1.8672 -3.7618
C 1.9537 2.2695 -2.7791
C 2.2875 3.6045 -2.1101
O 2.4102 4.6449 -3.0898
C 2.1080 5.9402 -2.6586
H 7.0506 -0.1928 -1.6008
H 6.1383 0.7125 -0.4222
H 7.2060 1.5981 -1.5607
H 4.0012 0.6212 -1.4793
H 4.6256 -0.7924 -2.4080
H 2.5873 -0.1820 -3.4931
H 3.9201 0.2922 -4.5581
H 3.7212 2.5535 -3.6471
H 1.8051 1.5758 -1.9516
H 0.9681 2.3150 -3.2425
H 3.2628 3.4831 -1.6387
H 1.5918 3.8367 -1.3038
H 2.8493 6.3135 -1.9519
H 1.1073 6.0194 -2.2338
H 2.1411 6.5536 -3.5591
N -1.7901 0.5031 -5.9609
C -0.9730 -0.2654 -5.2565
N -1.3673 -0.4328 -4.0674
O 0.0682 -0.6227 -5.8282
H -1.6967 0.5702 -6.9644
H -2.6303 0.9344 -5.6029
H -2.3072 -0.1214 -3.8681
H -0.9464 -1.1045 -3.4415
N 1.6805 -3.5053 1.3313
C 1.8763 -4.7931 1.3108
N 2.1481 -5.2615 0.1557
O 1.8166 -5.5194 2.2512
H 1.5094 -3.0673 2.2252
H 1.7907 -2.8982 0.5317
H 2.0846 -4.7649 -0.7215
H 2.0445 -6.2662 0.1630
N -4.8479 2.6314 1.4299
C -3.9280 2.2114 2.2553
N -2.9370 1.8176 1.5408
O -4.1153 2.1796 3.4690
H -4.7461 2.6306 0.4250
H -5.6971 2.9082 1.9014
H -2.1744 1.3649 2.0242
H -2.7238 2.0484 0.5810
N 3.1298 -4.8021 -2.9745
C 2.5903 -3.6689 -2.5640
N 1.3922 -3.6331 -3.0630
O 2.9456 -2.9460 -1.6863
H 2.6318 -5.3725 -3.6430
H 3.9732 -5.2670 -2.6703
H 0.7301 -2.9200 -2.7927
H 1.1788 -4.5086 -3.5191
N 1.4218 3.0483 2.6927
C 0.7534 2.5869 1.6738
N -0.2544 3.3712 1.3809
O 1.0754 1.6567 0.9701
H 0.9543 3.6437 3.3613
H 2.1013 2.3661 2.9977
H -0.6349 3.9781 2.0930
H -0.6797 3.0713 0.5153
N -1.2829 3.4659 -3.0254
C -1.7569 3.5158 -1.8430
N -1.8721 4.7747 -1.5599
O -2.0144 2.5392 -1.1448
H -1.2498 2.5250 -3.3913
H -1.0850 4.2900 -3.5747
H -2.2886 5.0173 -0.6724
H -1.7651 5.4623 -2.2919
N -5.7351 -0.1144 -3.2202
C -4.5835 0.5528 -3.1739
N -4.1962 0.7702 -1.9403
O -3.9604 0.9152 -4.1708
H -6.0951 -0.1923 -2.2798
H -6.1962 -0.2288 -4.1115
H -4.8651 0.5992 -1.2031
H -3.4044 1.3941 -1.8783
N 1.0260 -0.9156 -0.3536
C -0.1529 -1.1609 -0.8170
N -1.0457 -0.3879 -0.2892
O -0.4359 -1.9614 -1.7223
H 1.1528 -0.1322 0.2711
H 1.7616 -1.5075 -0.7122
H -1.9486 -0.4952 -0.7289
H -0.7751 0.3735 0.3168
N -2.2886 -3.9120 -2.3935
C -1.7423 -5.0074 -1.9414
N -0.9277 -4.7725 -0.9683
O -2.0309 -6.1209 -2.3178
H -3.0310 -4.0398 -3.0662
H -1.8801 -3.0005 -2.2441
H -0.5972 -3.8343 -0.7932
H -0.3812 -5.5823 -0.7119
*
```

A structure of composition C27H30BF5N4O2PSSeTl. Source: the OMol25 dataset; level of theory: the ωB97M-V functional and the def2-TZVPD basis.

Energy above the lowest of the compared OMol25 structures with the same formula, charge and spin   0.0 kcal per mole
HOMO-LUMO gap   7.39 eV
Highest occupied orbital energy   -7.28 eV
E   -5254.10799 a.u.

ORCA input file:
```
! wB97M-V def2-TZVPD RIJCOSX def2/J DEFGRID3
* xyz 0 1
Tl 0.7728 1.7681 0.4994
N -0.4687 0.8514 4.9267
C -0.1953 1.4988 3.7723
S -1.2187 1.1655 2.4207
N 0.8124 2.3648 3.8723
N 1.0911 2.9809 2.7164
C 1.9044 3.9659 2.7319
C 2.1767 4.6903 1.4826
C 3.1190 5.7164 1.4403
C 3.3145 6.4065 0.2598
C 2.5664 6.0636 -0.8579
C 1.6637 5.0216 -0.7367
N 1.4714 4.3488 0.3954
H -1.1253 0.0941 4.9081
H 0.1869 0.9352 5.6851
H 2.3631 4.2973 3.6608
H 3.6818 5.9590 2.3322
H 4.0435 7.2055 0.2078
H 2.6774 6.5879 -1.7968
H 1.0549 4.7073 -1.5800
F 3.7130 -5.8299 5.3950
C 3.2764 -4.8664 4.5883
C 3.2449 -5.0660 3.2220
F 3.6584 -6.2259 2.7098
C 2.7917 -4.0566 2.3958
F 2.7957 -4.2912 1.0788
C 2.3429 -2.8461 2.8958
Se 1.7286 -1.4292 1.7687
C 2.3902 -2.6717 4.2687
F 1.9811 -1.5265 4.8194
C 2.8528 -3.6617 5.1137
F 2.8836 -3.4663 6.4327
C -0.1926 1.4385 -2.9963
P -1.3206 2.2884 -1.8110
C -2.3843 0.8661 -1.3173
C -2.4477 3.1645 -2.9706
C -2.7049 4.5144 -2.7420
C -3.5727 5.2248 -3.5648
C -4.1950 4.5877 -4.6269
C -3.9489 3.2396 -4.8646
C -3.0822 2.5348 -4.0421
H -0.7395 1.0216 -3.8430
H 0.3344 0.6352 -2.4796
H 0.5466 2.1503 -3.3683
H -2.5549 0.1876 -2.1539
H -3.3405 1.2484 -0.9592
H -1.9123 0.3186 -0.4980
H -2.2216 5.0097 -1.9067
H -3.7628 6.2736 -3.3726
H -4.8728 5.1369 -5.2688
H -4.4350 2.7379 -5.6927
H -2.9084 1.4828 -4.2406
C 0.6826 -4.1394 -2.2504
C -0.2759 -3.4208 -1.3156
C -1.4271 -2.8314 -2.1102
O 0.4721 -2.3124 -0.7396
B 0.6637 -2.5786 0.5795
O 0.0463 -3.7031 1.0366
C -0.7140 -4.2797 -0.0581
C -2.1825 -4.1292 0.3098
C -0.3443 -5.7485 -0.1392
H 0.9816 -3.4540 -3.0440
H 0.2080 -5.0111 -2.7028
H 1.5838 -4.4580 -1.7241
H -1.0164 -2.1775 -2.8814
H -2.0903 -2.2427 -1.4795
H -2.0054 -3.6201 -2.5965
H -2.4180 -3.0916 0.5512
H -2.3886 -4.7323 1.1945
H -2.8324 -4.4656 -0.4992
H 0.7259 -5.8848 -0.2853
H -0.8809 -6.2413 -0.9533
H -0.6241 -6.2307 0.7975
*
```

A structure of composition C5H12MgN2O11S2 in a non-equilibrium geometry. Source: the OMol25 dataset; level of theory: the ωB97M-V functional and the def2-TZVPD basis.

HOMO-LUMO gap (alpha / beta)   7.71 / 7.21 eV
Highest occupied orbital energy (alpha / beta)   -5.48 / -5.47 eV
E   -2131.14980 a.u.

ORCA input file:
```
! wB97M-V def2-TZVPD RIJCOSX def2/J DEFGRID3
* xyz -1 2
Mg -0.3068 0.8542 0.1768
N -3.4304 0.7210 0.8174
O -2.2190 0.3660 0.7405
O -3.7744 1.8596 0.5223
O -4.2936 -0.0133 1.4028
N 2.6513 1.0214 -1.2699
O 2.2716 1.8663 -2.0662
O 3.8369 0.7152 -1.1595
O 1.7920 0.6716 -0.4057
C -0.5271 3.1262 -0.5740
O -0.2837 2.7340 0.5563
O 0.1352 3.9709 -1.1915
O -0.6408 2.1400 -1.3001
C 2.2848 1.4237 2.9542
S 1.3702 -0.1836 2.8329
O 0.3631 -0.0343 1.6415
C 2.6491 -1.3669 2.2134
H 2.7510 1.4892 3.9373
H 1.7570 2.2970 2.5711
H 3.0699 1.3161 2.2057
H 2.8724 -1.0026 1.2106
H 2.1554 -2.3286 2.0742
H 3.5469 -1.5825 2.7928
C -2.6220 -1.0366 -2.6385
S -0.8734 -1.4728 -2.2157
O -0.3422 -0.6379 -1.0898
C -1.2761 -3.2017 -1.7655
H -2.9705 -1.6453 -3.4729
H -2.6156 0.0241 -2.8892
H -3.2304 -1.3044 -1.7746
H -1.3876 -3.9448 -2.5551
H -2.1817 -3.1706 -1.1597
H -0.5317 -3.6706 -1.1221
*
```

A structure of composition C19H25ClN2Pd in a non-equilibrium geometry. Source: the OMol25 dataset; level of theory: the ωB97M-V functional and the def2-TZVPD basis.

HOMO-LUMO gap (alpha / beta)   4.87 / 3.42 eV
Highest occupied orbital energy (alpha / beta)   -12.19 / -12.84 eV
E   -1435.74655 a.u.

ORCA input file:
```
! wB97M-V def2-TZVPD RIJCOSX def2/J DEFGRID3
* xyz 2 5
C 0.2644 -1.3480 -5.3248
C -0.3823 -0.0482 -5.3758
C 1.7191 -1.4333 -5.2907
C -0.5239 -2.5099 -4.9379
Cl 0.5179 -0.8457 -1.9257
H 2.1042 -1.6468 -6.2973
H 2.0904 -2.2240 -4.6331
H 2.1976 -0.5111 -4.9524
H -0.6755 0.1993 -6.3988
H 0.2450 0.7662 -5.0160
H -1.2865 -0.0162 -4.7695
H -0.8540 -3.0668 -5.8194
H -1.4205 -2.2323 -4.3818
H 0.0143 -3.2129 -4.2991
C 1.2453 1.4130 1.5765
C 2.4848 1.0871 0.9696
C 2.3208 1.1135 -0.4290
H 3.4109 0.8630 1.4871
C 0.9905 1.5845 -0.7373
C 0.3016 1.7713 0.5512
H -0.6370 2.3010 0.6791
H 1.0190 1.4062 2.6205
H 3.0835 0.8885 -1.1738
H 0.6110 1.8755 -1.7069
C -0.2853 -1.7883 1.5183
C 0.8748 -1.6460 2.3485
C 2.0272 -2.0262 1.6115
H 0.8665 -1.3188 3.3877
C 1.6350 -2.4030 0.3315
C 0.1936 -2.3154 0.2240
H -0.4130 -2.7731 -0.5381
H -1.3295 -1.7376 1.8146
H 3.0399 -2.0253 2.0034
H 2.2790 -2.7793 -0.4649
Pd -0.2278 -0.1928 -0.0068
N -0.8981 3.6891 3.3417
C -1.5574 2.6038 3.7817
C -2.8571 2.7082 4.3557
C -3.5058 1.5411 4.7478
C -2.8375 0.3181 4.6116
C -1.5470 0.3155 4.0559
N -0.9301 1.4225 3.6388
H 0.0173 3.5996 2.9219
H -1.2968 4.6095 3.4339
H -3.2902 3.7036 4.4424
H -4.5206 1.5701 5.1507
H -3.2842 -0.6282 4.9101
H -0.9937 -0.6211 3.9636
*
```

What did the first record say?
A cluster of 2 separate species, C3H8NO3 in total in a non-equilibrium geometry. Source: the OMol25 dataset; level of theory: the ωB97M-V functional and the def2-TZVPD basis.

Energy above the lowest of the compared OMol25 structures with the same formula, charge and spin   60.4 kcal per mole
HOMO-LUMO gap   9.61 eV
Highest occupied orbital energy   -13.29 eV
E   -399.25492 a.u.

ORCA input file:
```
! wB97M-V def2-TZVPD RIJCOSX def2/J DEFGRID3
* xyz 1 1
C -0.1509 -1.6226 -0.3434
C -1.2122 2.2212 0.2830
C 0.6580 -0.5850 -0.1693
N 1.2267 -0.1769 1.0214
O -0.5865 -1.9136 -1.6281
O -0.7183 1.6983 1.2730
O 0.8698 0.4370 -0.9988
H -0.3080 -2.1815 0.5492
H -0.6444 2.4457 -0.5820
H -2.3489 2.2611 0.0253
H 0.9130 -0.8694 1.7873
H 2.2158 -0.1493 1.1105
H 0.7002 0.8079 1.1844
H -1.1358 -2.6854 -1.6119
H 0.5215 0.3123 -1.9005
*
```

- Which formula does entry 6 have?
  C19H25ClN2Pd

- What is the E in the third record?
  -3355.91895 a.u.